[1]
Entry from OMol25: C8H14CdNO8PSSe as an isolated structure at a distorted geometry (ωB97M-V/def2-TZVPD).

The geometry in ORCA input format:
```
! RIJCOSX wB97M-V def2-TZVPD def2/J DEFGRID3
* xyz -2 1
C 0.3469 -0.4180 -4.4370
C 0.0745 0.4350 3.9291
O 3.3189 0.7674 2.8062
O -1.2248 -2.1908 -0.2684
H -3.1186 -1.3247 2.5217
C 1.4069 0.3660 -4.9794
O -2.5912 -1.7505 -2.1750
O 1.4517 1.4746 1.0135
C 2.4494 0.6433 -4.1417
H 0.7706 1.2287 3.4799
H -2.9932 -0.0236 3.7276
O -3.6200 -1.8727 -0.0205
H -2.1918 1.3571 0.9559
H 0.5268 -0.5030 4.3452
O -2.1637 -0.0029 -0.5467
H -2.0907 -1.7310 3.9407
H 3.1522 0.5012 -2.0057
P -0.8860 -0.1184 2.4017
S -2.4591 -1.4273 -0.7769
C 0.2090 -0.6348 -3.0897
H -0.7034 -1.0723 -2.7233
H -0.8032 2.2051 1.5356
H -0.3325 -1.0395 -5.0932
H -2.2444 1.8967 2.7364
O 4.0651 1.0799 0.1703
C 2.3664 0.2980 -2.7726
C -1.5625 1.5329 1.8480
H 1.4871 0.4752 -6.0931
H -0.5282 1.0203 4.6627
Se 2.9378 0.5918 1.2292
C -2.4006 -0.8567 3.2076
Cd 0.2358 -0.6165 0.2429
H 3.4276 0.9537 -4.3171
O 2.4429 -0.9542 0.9304
N 1.2441 -0.2900 -2.2441
*
```

ΔE to the lowest compared entry with this formula, charge and spin = 23.69 kcal per mole
Gap between HOMO and LUMO = 7.586 eV
Lowest unoccupied orbital energy = 4.9 eV

---

[2]
Entry from OMol25: C21H33CoN2O2Si as an isolated structure at a distorted geometry (ωB97M-V/def2-TZVPD).

The geometry in ORCA input format:
```
! RIJCOSX wB97M-V def2-TZVPD def2/J DEFGRID3
* xyz 0 5
H -4.7384 -1.1544 1.3877
H 0.5816 6.2505 0.7331
C 0.6889 2.3164 -0.4337
C 0.0270 6.0531 -0.1903
H -2.5652 2.2092 -0.8516
H -0.9214 0.5047 2.5000
H -2.3325 4.6514 -0.6023
C 3.6738 -0.5624 0.0034
H 6.0573 0.6471 0.5717
H -1.7084 -1.7278 -2.1432
N 1.3650 0.0652 -0.0905
C -1.4655 4.0146 -0.5554
C 1.7483 1.3711 -0.3025
C -0.3131 -4.6092 -2.7983
H -4.5632 0.5865 1.6100
H -0.9411 6.5720 -0.1318
H -1.1898 -4.5608 -3.4385
C 4.0846 0.7691 -0.2276
H 5.9759 0.6250 -1.2035
C -0.7612 -1.8210 -1.6033
H 4.4075 -1.3396 0.1423
C -4.2198 -0.3860 1.9556
H 0.9821 -3.6098 0.8625
O 5.7523 2.4913 -0.3286
C -1.5925 2.6533 -0.6890
H 0.9762 -5.1864 0.1153
C -2.0036 0.5685 2.6175
H -2.8106 -2.6881 1.8055
C 0.9626 -4.1210 -0.0954
C -2.3377 -0.3624 0.3422
H -2.0222 -4.3990 0.7829
H 2.0009 -1.8582 0.2248
H -4.4881 -0.4944 3.0050
C 3.1095 1.7172 -0.3825
C 0.8796 3.7040 -0.3114
H 0.3662 6.4778 -2.0600
H 0.0276 -1.5816 -2.3282
N -0.5697 1.7968 -0.6316
H -3.0194 -3.9006 -0.5761
C -2.2673 -1.9014 2.3193
C 5.5505 1.0966 -0.2994
C -0.1846 4.5678 -0.3528
H 1.8803 -3.8936 -0.6296
Co -0.5847 -0.2543 -0.4043
Si -0.5744 -3.6612 -1.1449
H -0.0980 -5.6583 -2.6176
C 2.3347 -0.8465 0.0532
H -2.4806 -1.9722 3.3853
C -2.1119 -4.4234 -0.2969
C -2.6970 -0.5215 1.7832
H 6.6979 2.6646 -0.3559
H -3.1584 -0.6011 -0.3375
H 3.4024 2.7328 -0.5829
H -2.3292 1.5502 2.2790
H 0.5255 -4.2034 -3.3567
H -1.2029 -2.0563 2.1626
H -2.2350 -5.4626 -0.5844
O 0.8181 6.6116 -1.2209
H 1.8709 4.0960 -0.1520
H -2.2603 0.4527 3.6678
*
```

ΔE to the lowest compared entry with this formula, charge and spin = 17.03 kcal per mole
Gap between HOMO and LUMO (alpha / beta) = 4.689 / 8.062 eV
Lowest unoccupied orbital energy (alpha / beta) = -0.6 / -0.7 eV

---

[3]
Entry from OMol25: C43H105Br3N2O26P6 as an isolated structure at a distorted geometry (ωB97M-V/def2-TZVPD).

The geometry in ORCA input format:
```
! RIJCOSX wB97M-V def2-TZVPD def2/J DEFGRID3
* xyz 0 1
H 10.1507 0.6175 1.4437
O -6.0348 -6.3145 -3.6685
O 11.7645 0.8799 2.6529
H -8.8026 1.4240 1.9444
H 5.6668 -7.3506 -11.3470
H 0.8808 0.0126 1.0999
C -7.3966 2.7869 3.0226
H -11.0679 5.7495 2.9835
C -0.3003 -0.5945 8.2732
O -9.3863 1.8618 3.7739
P -2.8065 4.9030 -6.2919
C -0.1440 1.7556 13.3492
H 14.6061 -2.0606 6.1266
H -8.4568 -0.3546 7.0988
H -6.9106 2.9979 2.0700
H 7.6906 7.7652 5.3107
H -1.7803 7.0856 -4.7162
C -0.2956 3.2973 13.0536
H -4.4841 1.9516 -7.1557
C 1.5038 -6.7557 -11.8655
C -3.7192 7.1723 -3.7781
H -10.3868 -8.6182 -2.9782
H -0.9383 6.1136 -8.2455
H 1.9942 -2.4934 -11.6248
H -0.3225 -7.0022 -10.4976
C 12.6603 -1.7577 5.1392
H 0.0685 0.9426 -2.3471
H -6.0247 4.1808 -5.8602
H 1.9635 1.3033 1.3256
H -0.9550 -0.7285 7.4121
C 3.5428 0.5061 11.5662
O 2.3090 0.0792 10.9199
H -0.1688 -3.2621 -10.1978
H 3.5794 1.5946 11.6085
H 0.7286 -3.3045 -8.8006
H 1.3997 5.6649 -6.4415
H -6.8748 1.9548 3.4953
O -11.1957 1.1550 5.4436
H -1.8261 6.2578 -3.0997
H 11.8634 3.1561 0.9456
H 0.3192 -5.5085 -10.5156
H 3.4309 -2.3309 -2.8013
H 0.5571 0.0242 8.0082
H -5.3329 -4.6070 -3.6966
O 3.0851 2.4876 -0.3903
C -9.5509 -8.7636 -2.2939
H -13.2120 3.7008 3.1030
O -7.6692 -5.3319 -5.4550
C 5.8900 6.8829 6.8599
Br 4.5996 -4.0853 -1.2365
H 0.4822 -1.7893 -9.5968
H 7.0192 -6.3517 -11.3367
H -1.0077 1.2687 9.2015
H 5.0630 6.2671 7.2459
H 13.8459 -3.4754 5.5273
C 0.9164 5.4301 -7.3898
C 0.9999 1.0717 0.8716
H 0.7053 3.6992 13.2113
H -0.6208 3.3795 12.0164
H -10.5572 -0.7115 5.2369
C -4.5945 2.9612 -6.7600
H 4.4269 4.9298 5.2444
C 10.7786 1.4018 1.8665
H 1.2745 6.0340 -8.2236
H 4.8719 -1.0119 10.6965
H 6.3423 8.3623 4.3543
H -12.0769 5.3060 4.4519
H -12.7298 6.0932 2.9870
H 4.2861 6.3648 4.3848
C -2.3457 6.4450 -4.0395
P 11.4330 0.4287 4.2326
O 4.9742 -4.8661 -11.6359
H 13.6768 4.2003 6.1232
C -12.0133 5.3641 3.3653
H -7.3690 -8.2242 -2.3180
H 1.2782 -6.7466 -9.8074
H 6.0762 -4.7025 -9.8465
H -7.2933 3.7504 3.5216
H -1.0920 1.5504 -0.9824
P -7.2787 -6.5444 -4.7211
C 0.6475 -6.5362 -10.6711
H -1.0881 3.7759 13.6290
H 1.0128 -6.3138 -12.7325
H 10.2277 2.1638 2.4177
C -0.1408 1.1173 -1.2917
H -8.3094 -9.0312 -6.3388
C 4.6679 0.0585 10.7238
C 5.0495 5.6962 4.7826
H 0.3125 1.6613 1.4782
H -5.1286 3.0409 -4.7496
H 12.2811 -1.6134 6.1509
H 1.6593 2.6901 -1.9296
H -6.6367 -9.4727 -7.9373
O 2.8755 -6.3959 -11.7487
H -11.1686 -0.2709 6.9382
C 4.1976 -3.0795 -3.0011
H -8.4579 0.4076 5.7717
H -9.5480 -9.7841 -1.9109
C 6.2030 -6.6682 -10.6874
H -0.2171 0.0791 -0.9684
H 1.5795 -7.8347 -11.9999
C 1.9682 2.3255 -0.9376
C 11.4332 2.1788 0.7268
C -0.5149 5.8888 -7.2665
H 0.9287 4.3435 -7.4752
C -5.1723 -5.4782 -1.7162
H -7.9027 -8.8684 -8.8269
O 12.7336 -0.4047 4.6660
C -5.9541 -5.1483 -2.9829
H 5.6617 5.1217 4.0874
H -1.0535 1.2632 13.0049
H -6.8818 -4.6083 -2.7936
H -7.7582 -9.1184 -3.6907
C 2.0800 -2.8621 -10.6026
O 2.6685 -4.1856 -10.5739
C -7.7911 -8.1715 -6.7637
H 3.6361 0.3381 12.6391
C -12.1649 3.9312 2.9067
O -11.4887 0.6183 2.9196
O -1.2913 4.7870 -6.7812
C 5.3972 -5.3939 -10.3455
C -5.6404 3.1730 -5.7028
C -10.5725 -0.0036 6.0656
H -8.5908 -7.4454 -6.9097
O -11.4608 3.1308 3.9341
C -8.7963 2.3296 2.5509
H -5.6029 -6.3583 -1.2387
N 0.9649 1.5233 -0.5075
H -6.4902 2.4957 -5.7885
H -3.8371 7.2881 -2.7007
C -1.0204 0.2149 9.4798
O -3.3379 3.3360 -6.2483
Br 3.4827 -4.4798 -4.2048
H 14.7134 -2.4445 4.4502
N 5.8944 6.7066 5.5694
H 12.3848 1.9222 6.8965
H -4.4806 6.4249 -4.0010
H -3.9820 8.1334 -4.2201
O 6.7050 7.4923 7.4930
C 6.8440 7.4574 4.6970
C 0.7423 -2.8314 -9.7825
O 1.0045 1.1633 12.7065
H 11.9391 4.2589 6.1435
H 4.6069 -5.5853 -9.6196
O 1.1145 2.3956 10.3441
H -11.7963 3.6230 1.9283
H -4.1318 -5.4438 -2.0389
H -5.1062 -4.6932 -0.9628
C 12.7869 3.7675 5.6662
O -6.9018 -7.7748 -5.7106
H 13.4920 1.7086 5.5683
H 12.6481 3.9421 4.5993
H -9.2159 1.2406 7.2225
O -0.2409 0.0873 10.6538
O -2.6579 5.1743 -4.6239
C -9.1451 0.3384 6.6149
P 1.0020 1.0511 11.0425
H 4.4761 0.4445 9.7227
H 2.7689 -2.1741 -10.1125
C 14.0149 -2.4258 5.2868
H -4.7678 3.6189 -7.6119
H 12.2435 1.5603 0.3410
P 3.3371 -4.8776 -11.8763
H -0.0700 1.5577 14.4185
P -10.9537 1.6459 3.9137
O 2.9388 -4.3227 -13.1720
O 10.0649 -0.1870 4.3536
H -9.7270 -8.0809 -1.4627
H -2.0742 -0.0531 9.5565
H 11.9643 -2.2338 4.4485
O -8.3039 -7.1641 -3.6863
H -9.3745 3.1452 2.1165
C 12.5937 2.2439 5.8762
C -8.1864 -8.3696 -3.0243
C -7.2065 -8.5505 -8.0508
O -3.5185 5.9468 -6.9922
H 5.6235 0.5101 10.9905
H 7.2078 6.8572 3.8630
H -0.5530 6.8245 -6.7087
Br 5.7017 -2.0208 -3.6713
H 6.6000 -7.1825 -9.8122
H -6.4649 -7.8293 -8.3942
H 10.6702 2.3591 -0.0305
O 11.5337 1.8839 5.0381
H -0.0917 -1.6167 8.5887
*
```

ΔE to the lowest compared entry with this formula, charge and spin = 224.25 kcal per mole
Gap between HOMO and LUMO = 8.534 eV
Lowest unoccupied orbital energy = -0.7 eV

---

[4]
Entry from OMol25: C60H50HgN9O4S8 as an isolated structure at a distorted geometry (ωB97M-V/def2-TZVPD).

The geometry in ORCA input format:
```
! RIJCOSX wB97M-V def2-TZVPD def2/J DEFGRID3
* xyz -2 2
H -3.6948 -4.9024 -2.2438
C 2.7686 -3.1708 3.6951
C -0.3215 2.9990 -3.2087
S 1.1026 -1.3370 -0.5190
C -3.0968 -4.3097 -1.5613
S 2.5892 -1.0932 1.9684
C 2.4716 2.9112 3.2937
H 4.4359 4.7376 1.2256
C -0.2846 2.3152 4.7935
C 2.8385 -4.5079 4.0474
H -2.5093 0.2174 -2.7124
N -0.2606 0.2557 1.9256
C -4.1087 -0.9365 -0.0627
C 5.1548 -1.5630 1.1752
H 3.8939 -0.5415 -1.1895
H -0.9819 0.0922 -3.1190
C 3.6997 4.0063 1.5372
C -6.1293 -2.1873 1.5182
C -5.2574 -1.2745 2.1260
C -5.0099 -1.8718 -0.6414
C 2.3013 -3.7964 1.4078
S -4.8041 5.3883 0.5516
H 2.2438 2.7778 4.3438
C 1.0470 -0.4963 -3.0507
H 4.7284 -2.3733 0.5922
C -0.5073 0.1500 6.5359
H -0.2193 3.1439 4.0922
C 2.5034 -2.8263 2.3745
H 1.5784 1.6935 0.2425
H -0.8846 -0.6460 -5.8917
H 1.4539 3.7531 -2.2803
S -0.8886 3.6559 1.3651
H -0.4224 -3.5773 -4.9193
C 1.8378 2.1365 2.3282
H -3.9015 -1.4554 -3.8688
C -0.9552 2.4557 6.0012
C -5.9918 -2.4879 0.1711
H -6.9201 -2.6351 2.1137
C -5.3433 -0.8927 3.4872
C 3.2578 -0.3803 -2.0520
C -4.0127 6.6274 1.5139
H -1.9250 2.2304 -4.4101
H 0.8380 -2.3576 -5.1991
N -0.8487 -1.7413 -4.0468
S -2.3873 6.1395 1.9799
H -0.7356 3.6587 -1.3227
C 6.2077 0.5037 2.7006
C 7.0366 -0.2514 1.8886
C -3.5042 4.1916 0.5493
C -3.9908 -1.3326 -2.7933
C 0.1621 -0.0026 5.3319
H 2.8226 3.6151 -4.3717
C -3.0907 -4.6134 -0.2073
N -3.3342 0.1928 1.9025
H 2.0705 -3.5160 0.3915
H 3.8693 4.5015 3.6233
C -1.6207 -2.7315 0.1496
N -0.2914 -0.4719 -0.6192
C 3.7539 0.2059 -3.2095
C 3.3916 3.8655 2.8873
H 2.7030 -6.5347 3.3626
H 2.9105 -2.3796 4.4236
C 2.9073 0.4301 -4.2878
C 6.5114 -1.2934 1.1328
C 3.0624 3.2201 0.5865
S 0.7883 0.7550 2.7860
C 1.7809 3.3167 -4.3674
H -2.1327 -1.8913 -5.6785
H 3.2579 0.9144 -5.1918
H -6.1302 -1.3123 4.1069
C 1.2300 2.8224 -5.5402
O -4.5210 7.6899 1.8219
N -1.0634 3.0012 -2.0191
H 3.0413 -4.7855 5.0737
C -4.2132 -0.6732 1.3583
H -5.5081 -2.8637 -2.5151
N -0.7810 -1.3519 -1.6411
O 1.9320 1.0199 -7.2170
Hg -1.5730 1.2534 0.3237
H 7.1595 -1.8913 0.5054
H -1.6211 1.4846 7.7959
N 1.9894 -0.3549 3.1573
C -0.1100 2.4356 -5.5499
C 0.1135 -2.7369 -4.4665
C 1.0161 3.3964 -3.2096
C 2.1094 2.2898 0.9773
C 4.8457 0.2316 2.7576
H -1.1111 -2.0746 0.8420
C -2.3705 -3.2438 -2.0704
H -0.5890 -0.6882 7.2171
S -3.8269 2.7042 -0.2829
H 0.5887 -0.9541 5.0405
C -3.1921 -0.4212 -2.1567
H -1.3880 3.4142 6.2593
H 0.9252 0.2713 -5.0564
C -2.3536 -3.8024 0.6407
H 2.1806 -5.9033 1.0384
H -3.6633 -5.4470 0.1811
C -1.5913 -2.4373 -1.2252
C -1.0735 1.3761 6.8666
C -3.4405 0.5260 3.1598
H -2.7053 1.2340 3.5376
H 0.6535 -3.1156 -3.5973
H -4.5048 0.3277 5.0356
C -1.5489 -1.1234 -5.1581
C 2.6434 -5.4895 3.0850
N 2.1834 -0.6819 0.5630
O 1.8697 3.3241 -8.0232
S 2.2626 2.4203 -6.9518
O 3.6297 2.6158 -6.4770
H 4.1758 0.8074 3.3836
C 4.3349 -0.7823 1.9770
C -4.4534 0.0065 4.0010
H 3.2996 3.3288 -0.4649
H -2.4154 -3.0252 -3.1227
C 1.5671 0.0769 -4.2056
C 1.9143 -0.7225 -1.9872
H 4.7953 0.5004 -3.2585
C -2.3805 4.5550 1.2077
C -4.8897 -2.1068 -2.0460
H -6.6716 -3.1926 -0.3000
C 0.2682 1.0828 4.4699
C -0.8817 2.5329 -4.4021
C -0.4435 -0.8500 -2.9908
H -2.2463 -0.3758 -4.7791
H 8.0956 -0.0298 1.8427
H 6.6109 1.3185 3.2879
H -0.5242 2.0350 -6.4680
H -2.3505 -3.9966 1.7075
H -2.0693 3.0670 -2.1221
N -3.2062 -0.2593 -0.7924
C 2.3629 -5.1350 1.7780
*
```

ΔE to the lowest compared entry with this formula, charge and spin = 14.84 kcal per mole
Gap between HOMO and LUMO (alpha / beta) = 2.643 / 4.452 eV
Lowest unoccupied orbital energy (alpha / beta) = 2.7 / 2.7 eV

---

[5]
Entry from OMol25: C2H4ClN2P in the gas phase at a distorted geometry (ωB97M-V/def2-TZVPD).

The geometry in ORCA input format:
```
! RIJCOSX wB97M-V def2-TZVPD def2/J DEFGRID3
* xyz 0 1
H 0.9660 1.4554 1.2296
Cl 1.0805 1.9829 -1.0226
C 0.4936 0.9329 0.3627
C -0.8543 0.5960 0.2127
P 1.0928 -1.6056 -0.1913
N -0.4652 -1.6464 -0.3374
H -1.4173 0.0550 1.0085
N 1.5016 -0.1761 0.4083
H -0.8266 -2.3775 -1.0761
H -1.5711 0.7834 -0.5945
*
```

ΔE to the lowest compared entry with this formula, charge and spin = 88.31 kcal per mole
Gap between HOMO and LUMO (alpha / beta) = 7.819 / 7.814 eV
Lowest unoccupied orbital energy (alpha / beta) = -1.5 / -1.5 eV

---

[6]
Entry from OMol25: a 2-piece molecular cluster, C3H9BS3 overall at a distorted geometry (ωB97M-V/def2-TZVPD).

The geometry in ORCA input format:
```
! RIJCOSX wB97M-V def2-TZVPD def2/J DEFGRID3
* xyz 0 3
H -0.9507 -1.3421 2.2729
H 0.7424 0.3625 2.3231
H -1.8692 -0.3979 -0.8208
H -0.8832 2.1166 0.5096
H 0.8126 2.3942 0.8373
S -0.8827 -1.2672 0.0072
H 0.1193 -2.2577 -4.5725
S 3.2032 -0.9138 -1.7534
H -2.1783 -0.1858 1.9368
H 0.3419 1.0678 -0.2928
B 2.0136 -1.2224 -2.8167
C -0.1817 0.6437 1.8572
H -0.5277 1.2819 2.7266
S 1.2971 -1.3867 -4.4723
C 0.0795 1.5650 0.6988
C -1.1359 -0.4579 1.5589
*
```

Gap between HOMO and LUMO (alpha / beta) = 6.192 / 5.359 eV
Lowest unoccupied orbital energy (alpha / beta) = 0.2 / -3.7 eV